[1]
This record from OMol25 describes a structure of composition C23H24CsN6S. The level of theory is ωB97M-V/def2-TZVPD.

The geometry in ORCA input format:
```
! wB97M-V def2-TZVPD RIJCOSX def2/J DEFGRID3
* xyz 1 1
Cs 1.21 -0.39 -0.94
C -1.75 1.72 0.41
C -0.55 2.39 1.10
C -0.23 1.72 2.41
C -0.83 2.06 3.61
C -0.52 1.33 4.75
C 0.39 0.29 4.64
C 0.96 0.04 3.40
N 0.66 0.73 2.30
N -1.48 1.35 -0.97
C -1.30 2.53 -1.80
C -0.72 2.26 -3.17
C -1.28 2.84 -4.30
C -0.69 2.65 -5.53
C 0.45 1.87 -5.60
C 0.95 1.33 -4.42
N 0.39 1.51 -3.23
C -2.53 0.50 -1.51
C -2.70 -0.80 -0.77
C -3.93 -1.18 -0.25
C -4.05 -2.39 0.41
C -2.93 -3.19 0.53
C -1.74 -2.74 -0.01
N -1.62 -1.58 -0.66
H -2.63 2.38 0.47
H -2.01 0.81 0.95
H -0.70 3.47 1.20
H 0.35 2.27 0.49
H -1.53 2.88 3.65
H -0.98 1.57 5.70
H 0.68 -0.31 5.49
H 1.70 -0.74 3.27
H -0.64 3.23 -1.28
H -2.26 3.07 -1.93
H -2.18 3.44 -4.20
H -1.12 3.09 -6.42
H 0.96 1.68 -6.54
H 1.85 0.73 -4.45
H -2.30 0.29 -2.56
H -3.50 1.03 -1.51
H -4.78 -0.51 -0.36
H -5.01 -2.70 0.81
H -2.97 -4.15 1.03
H -0.84 -3.34 0.07
S 3.82 -0.08 0.97
C 4.19 -1.69 1.11
N 5.23 -2.07 1.91
C 5.60 -3.35 2.14
C 4.92 -4.35 1.52
C 3.87 -3.93 0.67
N 3.50 -2.70 0.46
H 5.74 -1.32 2.36
H 6.44 -3.49 2.81
H 5.16 -5.39 1.66
H 3.30 -4.69 0.13
*
```

Results
energy above the lowest of the compared OMol25 structures with the same formula, charge and spin = 4.0 kcal per mole
E_HOMO = -10.904 eV

***

[2]
This record from OMol25 describes a cluster of 2 separate species, C17H31BrN3O5P in total in a non-equilibrium geometry. The level of theory is ωB97M-V/def2-TZVPD.

The geometry in ORCA input format:
```
! wB97M-V def2-TZVPD RIJCOSX def2/J DEFGRID3
* xyz 0 1
C -1.23 -6.66 -0.08
C 0.22 -6.08 0.10
O 0.49 -5.58 1.16
N 1.10 -6.23 -0.98
C 0.52 -5.81 -2.28
C 2.44 -5.67 -0.71
C 2.67 -4.19 -1.18
C 1.67 -3.13 -0.61
C 1.85 -2.82 0.91
C 0.64 -1.99 1.43
C -0.72 -2.68 1.23
N -1.54 -3.34 0.84
C 0.74 -1.56 2.94
Br 1.30 0.34 3.10
C 1.63 -2.43 3.79
N 2.17 -3.12 4.51
H -1.90 -5.95 -0.61
H -1.12 -7.60 -0.67
H -1.61 -6.90 0.93
H -0.21 -4.98 -2.16
H -0.08 -6.67 -2.65
H 1.28 -5.61 -3.06
H 2.75 -5.74 0.35
H 3.17 -6.29 -1.29
H 2.66 -4.08 -2.29
H 3.72 -3.93 -0.89
H 0.64 -3.41 -0.89
H 1.88 -2.17 -1.15
H 2.74 -2.14 0.99
H 2.09 -3.70 1.53
H 0.59 -1.05 0.84
H -0.29 -1.58 3.36
C -0.71 2.01 0.25
C -1.72 2.85 -0.51
O -1.61 4.22 -0.16
P -0.48 5.20 -0.87
O -0.66 4.78 -2.30
O -1.31 6.62 -0.97
C -1.15 7.45 -2.13
C -2.39 7.37 -2.99
O 0.11 5.70 0.61
C -0.78 6.00 1.70
C -0.53 5.01 2.83
H 0.30 2.39 0.11
H -0.75 0.97 -0.07
H -0.92 2.04 1.32
H -1.61 2.70 -1.59
H -2.73 2.53 -0.25
H -0.26 7.16 -2.69
H -1.00 8.47 -1.79
H -2.66 6.33 -3.21
H -2.25 7.90 -3.94
H -3.25 7.80 -2.47
H -1.82 5.99 1.39
H -0.55 7.01 2.03
H -0.32 4.02 2.45
H -1.39 4.97 3.50
H 0.34 5.32 3.41
*
```

Results
SMILES = CC(=O)N(C)CCCC[C@@H](C#N)[C@H](Br)C#N.CCOP(=O)(OCC)OCC
energy above the lowest of the compared OMol25 structures with the same formula, charge and spin = 49.9 kcal per mole
E_HOMO = -9.422 eV

***

[3]
This record from OMol25 describes a cluster of 2 separate species, C3H5NO4 in total in a non-equilibrium geometry. The level of theory is ωB97M-V/def2-TZVPD.

The geometry in ORCA input format:
```
! wB97M-V def2-TZVPD RIJCOSX def2/J DEFGRID3
* xyz -2 1
C 2.12 -0.14 -0.17
C -1.06 -0.82 0.06
C 1.04 0.88 0.51
N -2.19 -0.22 0.51
O 2.48 0.15 -1.33
O -2.70 0.58 -0.62
O 2.58 -1.02 0.65
O 0.93 2.06 0.06
H -1.07 -1.00 -0.99
H -0.13 -0.01 0.20
H -1.01 -1.80 0.71
H 0.99 0.76 1.59
H -1.98 0.57 -1.18
*
```

Results
energy above the lowest of the compared OMol25 structures with the same formula, charge and spin = 36.5 kcal per mole
E_HOMO (alpha / beta) = 1.640 / 1.646 eV

***

[4]
This record from OMol25 describes the molecule C5H7NO. The level of theory is ωB97M-V/def2-TZVPD.

The geometry in ORCA input format:
```
! wB97M-V def2-TZVPD RIJCOSX def2/J DEFGRID3
* xyz 0 1
C -1.87 0.62 -0.38
C -0.46 0.26 -0.05
C 0.51 1.03 0.46
N 1.67 0.28 0.73
C 1.58 -0.93 0.07
O 2.51 -1.62 -0.26
C 0.09 -1.13 -0.19
H -2.14 0.30 -1.39
H -2.05 1.70 -0.30
H -2.54 0.11 0.32
H 0.52 2.09 0.63
H 2.57 0.70 0.94
H -0.31 -1.81 0.58
H -0.07 -1.60 -1.17
*
```

Results
SMILES = CC1=CNC(=O)C1
energy above the lowest of the compared OMol25 structures with the same formula, charge and spin = 2.8 kcal per mole
E_HOMO = -8.426 eV

***

[5]
This record from OMol25 describes the molecule C4H5NOS in a non-equilibrium geometry. The level of theory is ωB97M-V/def2-TZVPD.

The geometry in ORCA input format:
```
! wB97M-V def2-TZVPD RIJCOSX def2/J DEFGRID3
* xyz 0 1
O 0.13 2.13 0.18
C -1.02 1.79 -0.24
C -1.21 0.09 -0.01
S -2.65 -0.50 0.07
N -0.07 -0.42 -0.44
C 0.79 -1.62 -0.04
C 1.30 -0.15 0.11
H -1.95 2.40 -0.56
H 0.48 -2.16 0.93
H 1.07 -2.39 -0.79
H 1.22 0.15 1.34
H 1.90 0.68 -0.54
*
```

Results
SMILES = O=CC(=S)N1CC1
energy above the lowest of the compared OMol25 structures with the same formula, charge and spin = 106.8 kcal per mole
E_HOMO = -8.558 eV

***

[6]
This record from OMol25 describes the molecule C7H10. The level of theory is ωB97M-V/def2-TZVPD.

The geometry in ORCA input format:
```
! wB97M-V def2-TZVPD RIJCOSX def2/J DEFGRID3
* xyz 0 1
C -1.53 0.47 -1.76
C -0.37 1.07 -0.98
C 0.31 0.15 -0.04
C 1.68 0.26 0.57
C 1.22 -0.82 1.59
C -0.09 -0.89 0.78
C -1.33 -1.56 0.82
H -1.16 -0.30 -2.45
H -2.05 1.24 -2.34
H -2.23 -0.02 -1.08
H 0.38 1.52 -1.65
H -0.72 1.91 -0.35
H 2.49 -0.06 -0.10
H 1.93 1.25 0.96
H 1.07 -0.40 2.59
H 1.82 -1.73 1.65
H -1.39 -2.08 1.80
*
```

Results
energy above the lowest of the compared OMol25 structures with the same formula, charge and spin = 108.4 kcal per mole
E_HOMO (alpha / beta) = -7.955 / -7.958 eV

***

[7]
This record from OMol25 describes the molecule C22H29N3O3. The level of theory is ωB97M-V/def2-TZVPD.

The geometry in ORCA input format:
```
! wB97M-V def2-TZVPD RIJCOSX def2/J DEFGRID3
* xyz 0 1
C 3.88 -4.86 1.26
C 2.50 -4.47 1.72
O 2.12 -4.58 2.87
N 1.74 -3.97 0.70
C 0.42 -3.51 0.73
C -0.12 -2.99 -0.45
C -1.41 -2.50 -0.49
C -2.20 -2.52 0.66
O -3.50 -2.10 0.71
C -3.89 -0.97 -0.04
C -4.08 0.23 0.90
O -5.11 -0.02 1.82
C -2.77 0.55 1.64
N -1.62 0.61 0.75
C -1.59 1.82 -0.04
C -0.43 1.76 -1.03
N 0.82 1.64 -0.30
C 1.97 1.70 -1.19
C 2.11 3.06 -1.81
C 2.38 3.22 -3.16
C 2.52 4.48 -3.71
C 2.39 5.60 -2.91
C 2.11 5.46 -1.56
C 1.98 4.19 -1.01
C 0.79 0.43 0.50
C -0.37 0.48 1.48
C -1.67 -3.07 1.83
C -0.38 -3.55 1.87
H 3.82 -5.64 0.50
H 4.44 -5.25 2.11
H 4.41 -4.00 0.85
H 2.18 -3.92 -0.20
H 0.48 -2.98 -1.35
H -1.80 -2.13 -1.42
H -3.16 -0.70 -0.80
H -4.85 -1.21 -0.52
H -4.42 1.10 0.32
H -4.95 -0.89 2.20
H -2.90 1.48 2.22
H -2.59 -0.26 2.36
H -2.53 1.92 -0.59
H -1.47 2.72 0.60
H -0.40 2.67 -1.63
H -0.58 0.90 -1.70
H 2.86 1.49 -0.59
H 1.91 0.93 -1.99
H 2.48 2.35 -3.79
H 2.73 4.59 -4.76
H 2.49 6.59 -3.33
H 2.00 6.33 -0.93
H 1.76 4.06 0.04
H 1.73 0.36 1.05
H 0.69 -0.47 -0.13
H -0.39 -0.44 2.06
H -0.22 1.33 2.17
H -2.29 -3.10 2.71
H 0.02 -3.96 2.78
*
```

Results
SMILES = CC(=O)Nc1ccc(OC[C@@H](O)CN2CCN(Cc3ccccc3)CC2)cc1
energy above the lowest of the compared OMol25 structures with the same formula, charge and spin = 35.6 kcal per mole
E_HOMO = -8.049 eV

***

[8]
This record from OMol25 describes a structure of composition C9H9O2P in a non-equilibrium geometry. The level of theory is ωB97M-V/def2-TZVPD.

The geometry in ORCA input format:
```
! wB97M-V def2-TZVPD RIJCOSX def2/J DEFGRID3
* xyz 0 1
C -1.62 2.96 -1.16
C 1.00 -3.00 -0.74
C -0.91 2.57 -0.05
C 0.25 -1.88 -0.98
C -1.78 1.88 -1.94
C 1.54 -2.90 0.49
C -0.62 1.26 -0.27
C 0.43 -1.07 0.10
C -0.12 0.19 0.52
O -1.08 0.85 -1.45
O 1.15 -1.70 1.03
P 0.69 0.34 2.03
H -2.00 4.00 -1.26
H 1.24 -3.89 -1.27
H -0.67 3.24 0.70
H -0.33 -1.80 -1.89
H -2.35 1.81 -2.81
H 2.04 -3.72 1.01
H 0.64 1.48 2.66
H 2.16 0.04 2.34
H 0.34 -0.66 2.95
*
```

Results
energy above the lowest of the compared OMol25 structures with the same formula, charge and spin = 102.4 kcal per mole
E_HOMO = -6.381 eV

***

[9]
This record from OMol25 describes a cluster of 11 separate species, C27H76N6O11 in total in a non-equilibrium geometry. The level of theory is ωB97M-V/def2-TZVPD.

The geometry in ORCA input format:
```
! wB97M-V def2-TZVPD RIJCOSX def2/J DEFGRID3
* xyz 0 1
N -1.70 -5.42 -2.14
C -1.22 -4.75 -1.04
N 0.10 -5.04 -0.72
O -1.90 -4.08 -0.29
H -2.65 -5.42 -2.45
H -1.01 -5.92 -2.68
H 0.47 -4.44 -0.01
H 0.67 -5.63 -1.29
N -1.02 -1.22 -0.82
C -0.10 -0.40 -0.24
N 0.52 0.47 -1.10
O 0.19 -0.50 0.94
H -1.47 -1.90 -0.23
H -1.05 -1.35 -1.82
H 0.13 0.66 -2.01
H 1.09 1.18 -0.67
N -6.04 -2.26 0.24
C -5.27 -1.60 -0.68
N -4.05 -1.18 -0.23
O -5.65 -1.45 -1.84
H -6.97 -2.49 -0.07
H -5.77 -2.30 1.21
H -3.78 -1.31 0.73
H -3.37 -0.93 -0.91
C 2.10 5.20 -1.83
C 2.97 4.24 -1.03
C 3.66 4.93 0.16
O 2.11 3.21 -0.46
H 1.74 4.75 -2.75
H 2.72 6.07 -2.08
H 1.27 5.58 -1.23
H 3.65 3.75 -1.73
H 3.08 4.87 1.07
H 3.88 5.98 -0.05
H 4.63 4.43 0.26
H 2.53 2.87 0.34
C 2.17 -2.32 3.25
C 1.50 -1.36 4.22
C 2.47 -0.83 5.28
O 1.10 -0.18 3.52
H 3.22 -2.07 3.11
H 1.68 -2.26 2.28
H 2.12 -3.37 3.55
H 0.64 -1.75 4.77
H 2.01 0.07 5.69
H 3.43 -0.59 4.81
H 2.65 -1.49 6.13
H 0.87 -0.40 2.60
C -3.97 0.55 2.90
C -2.85 -0.42 3.20
C -2.58 -0.63 4.68
O -3.22 -1.70 2.61
H -4.97 0.12 2.87
H -3.74 1.17 2.03
H -4.06 1.29 3.72
H -1.93 -0.14 2.67
H -3.43 -1.10 5.17
H -2.36 0.33 5.14
H -1.72 -1.30 4.83
H -2.83 -2.43 3.10
C 4.08 0.27 -0.06
C 5.30 0.73 0.74
C 6.57 0.25 0.04
O 5.34 2.15 0.83
H 3.19 0.80 0.25
H 3.90 -0.79 0.07
H 4.24 0.47 -1.12
H 5.31 0.25 1.72
H 6.64 0.52 -1.02
H 6.59 -0.84 0.05
H 7.46 0.65 0.53
H 5.74 2.50 0.03
C 3.35 0.74 -3.93
C 2.05 0.68 -4.69
C 1.57 2.05 -5.10
O 2.32 -0.12 -5.85
H 4.12 1.22 -4.55
H 3.74 -0.21 -3.58
H 3.30 1.38 -3.04
H 1.28 0.13 -4.14
H 0.59 1.97 -5.61
H 2.23 2.53 -5.82
H 1.32 2.75 -4.30
H 1.88 0.21 -6.63
C -2.45 3.65 1.02
C -1.45 3.76 -0.12
C -2.00 4.44 -1.35
O -0.29 4.44 0.38
H -2.71 4.63 1.42
H -2.08 2.93 1.75
H -3.33 3.14 0.61
H -1.12 2.73 -0.32
H -2.93 3.97 -1.68
H -1.26 4.61 -2.13
H -2.28 5.46 -1.06
H 0.47 4.03 -0.06
C -0.25 -3.76 2.75
C -1.25 -4.92 2.88
C -1.28 -5.46 4.29
O -2.55 -4.51 2.52
H -0.37 -3.26 1.79
H 0.75 -4.19 2.84
H -0.39 -2.98 3.50
H -0.87 -5.72 2.23
H -0.36 -6.00 4.54
H -2.11 -6.17 4.40
H -1.40 -4.66 5.02
H -2.57 -4.31 1.58
C -2.58 1.32 -2.56
C -2.50 0.37 -3.73
C -2.48 1.13 -5.05
O -1.30 -0.43 -3.61
H -2.79 0.82 -1.62
H -3.39 2.02 -2.77
H -1.68 1.94 -2.46
H -3.40 -0.26 -3.79
H -3.50 1.41 -5.33
H -2.12 0.51 -5.88
H -1.86 2.03 -5.03
H -1.09 -0.78 -4.49
*
```

Results
SMILES = NC(N)=O.NC(N)=O.NC(N)=O.CC(C)O.CC(C)O.CC(C)O.CC(C)O.CC(C)O.CC(C)O.CC(C)O.CC(C)O
energy above the lowest of the compared OMol25 structures with the same formula, charge and spin = 3.6 kcal per mole
E_HOMO = -9.293 eV

***

[10]
This record from OMol25 describes a cluster of 4 separate species, C33H72N2O16P4 in total in a non-equilibrium geometry. The level of theory is ωB97M-V/def2-TZVPD.

The geometry in ORCA input format:
```
! wB97M-V def2-TZVPD RIJCOSX def2/J DEFGRID3
* xyz 0 1
C 4.34 2.44 -5.79
C 5.31 1.59 -6.08
C 6.34 1.21 -5.06
O 7.29 1.91 -4.88
O 6.09 0.07 -4.37
C 7.22 -0.75 -4.06
C 7.03 -1.36 -2.66
C 6.53 -2.81 -2.67
C 5.34 -3.10 -3.61
C 4.07 -3.58 -2.88
C 2.76 -2.91 -3.32
C 2.74 -1.38 -3.24
P 2.70 -0.70 -4.97
N 1.59 -1.41 -5.84
C 1.39 -0.76 -2.66
C 1.85 0.55 -1.96
C 1.47 0.69 -0.48
C 2.54 1.33 0.40
O 2.22 1.02 1.76
C 3.35 0.57 -2.27
O 4.05 1.53 -2.45
N 3.78 -0.80 -2.37
H 3.91 3.09 -6.55
H 3.96 2.55 -4.78
H 5.36 1.14 -7.07
H 7.31 -1.56 -4.79
H 8.14 -0.17 -4.06
H 6.38 -0.70 -2.10
H 8.01 -1.32 -2.16
H 6.30 -3.10 -1.64
H 7.38 -3.43 -2.97
H 5.66 -3.93 -4.25
H 5.11 -2.25 -4.26
H 4.16 -3.53 -1.79
H 3.94 -4.64 -3.12
H 1.97 -3.27 -2.66
H 2.51 -3.26 -4.32
H 3.98 -0.80 -5.54
H 2.38 0.66 -4.83
H 2.02 -1.84 -6.65
H 0.97 -1.47 -1.95
H 0.71 -0.50 -3.47
H 1.45 1.37 -2.57
H 1.22 -0.29 -0.08
H 0.59 1.33 -0.43
H 2.55 2.42 0.31
H 3.55 0.95 0.19
H 3.04 0.77 2.20
H 3.69 -1.29 -1.48
C 0.53 -0.62 3.54
C 0.35 -2.00 4.16
O 1.06 -2.14 5.40
P 0.54 -1.37 6.70
O -0.78 -1.88 7.10
O 1.58 -1.96 7.79
C 1.12 -2.63 8.97
C 1.06 -4.13 8.77
O 1.30 0.01 6.51
C 0.77 1.20 7.15
C 0.79 1.10 8.66
H 0.04 0.15 4.14
H 0.09 -0.59 2.54
H 1.58 -0.37 3.48
H -0.71 -2.22 4.32
H 0.76 -2.76 3.50
H 0.16 -2.24 9.29
H 1.84 -2.39 9.76
H 0.56 -4.37 7.83
H 0.53 -4.61 9.59
H 2.07 -4.55 8.71
H -0.24 1.39 6.79
H 1.40 2.02 6.82
H 0.09 0.33 9.02
H 0.50 2.05 9.11
H 1.78 0.82 9.02
C -4.17 -0.37 7.63
C -3.34 0.80 8.12
O -3.05 1.75 7.08
P -4.20 2.69 6.50
O -4.77 3.59 7.51
O -3.30 3.57 5.50
C -3.25 4.99 5.59
C -2.09 5.45 6.45
O -4.87 1.76 5.41
C -6.22 2.02 4.98
C -6.36 3.37 4.30
H -5.18 -0.06 7.37
H -4.24 -1.13 8.41
H -3.71 -0.81 6.75
H -3.84 1.31 8.96
H -2.38 0.45 8.47
H -4.19 5.38 5.98
H -3.14 5.36 4.57
H -2.05 4.89 7.38
H -2.17 6.51 6.68
H -1.14 5.28 5.93
H -6.89 1.95 5.84
H -6.48 1.22 4.29
H -6.19 4.19 5.00
H -7.36 3.48 3.89
H -5.63 3.47 3.49
C -6.19 -1.99 -5.26
C -6.44 -1.75 -6.73
O -5.78 -0.57 -7.23
P -4.20 -0.57 -7.40
O -3.72 -1.56 -8.37
O -4.04 0.89 -8.07
C -3.41 1.06 -9.34
C -4.41 1.05 -10.47
O -3.71 -0.18 -5.95
C -2.36 -0.51 -5.53
C -1.30 0.18 -6.36
H -5.15 -2.26 -5.07
H -6.81 -2.81 -4.90
H -6.41 -1.10 -4.67
H -6.13 -2.61 -7.32
H -7.50 -1.59 -6.90
H -2.64 0.29 -9.49
H -2.89 2.02 -9.30
H -5.10 0.21 -10.37
H -3.91 0.98 -11.43
H -5.01 1.96 -10.46
H -2.24 -1.60 -5.58
H -2.30 -0.22 -4.49
H -1.30 -0.19 -7.39
H -0.32 -0.02 -5.94
H -1.48 1.25 -6.39
*
```

Results
SMILES = C=CC(=O)OCCCCCC[C@@]1([PH2]=N)C[C@@H](CCO)C(=O)N1.CCOP(=O)(OCC)OCC.CCOP(=O)(OCC)OCC.CCOP(=O)(OCC)OCC
E_HOMO = -8.939 eV

***

Number 1: electronic energy -44560.701 eV. Number 2: electronic energy -112169.368 eV. Number 3: electronic energy -12866.511 eV. Number 4: electronic energy -8836.082 eV. Number 5: electronic energy -18597.287 eV. Number 6: electronic energy -7416.334 eV. Number 7: electronic energy -33897.678 eV. Number 8: electronic energy -22857.590 eV. Number 9: electronic energy -60698.009 eV. Number 10: electronic energy -108288.618 eV.